C11H9Cl2N | ωB97M-V/def2-TZVPD

```
23
C11H9Cl2N ωB97M-V/def2-TZVPD
Cl 2.3290 -1.0796 -0.9605
C 1.2541 0.2743 -1.6400
Cl 0.7487 -0.4103 -3.2225
C 2.0612 1.4606 -1.6168
C 1.6087 2.6876 -1.2686
C 0.4144 2.9088 -0.5777
C -0.3549 1.7610 -0.1880
N -0.0878 0.5379 -0.5338
C -0.5383 -0.5146 0.2502
C -0.4856 -1.8407 -0.1801
C -1.0092 -2.8125 0.6726
C -1.6733 -2.5398 1.8760
C -1.5178 -1.2503 2.3637
C -0.8997 -0.2399 1.6081
H 3.0994 1.3124 -2.2127
H 2.2279 3.5441 -1.3310
H -0.1489 3.9010 -0.4534
H -1.1928 1.8275 0.4452
H -0.2827 -2.1401 -1.2084
H -0.9742 -3.8639 0.3388
H -2.0210 -3.3860 2.4142
H -1.6877 -0.9799 3.4804
H -0.8693 0.8423 1.9443
```

**Highest occupied orbital energy**: -7.6881 eV
**LUMO**: 0.1 eV
**Relative energy (zero: lowest compared OMol25 entry of this formula, charge and spin)**: 37.4 kcal per mole



C11H9ClNO7RhS2 | ωB97M-V/def2-TZVPD

```
32
C11H9ClNO7RhS2 ωB97M-V/def2-TZVPD
Rh 0.2029 0.0283 1.4349
O 0.3674 2.1593 0.5973
C 0.2422 2.4010 -0.6241
C -0.1738 1.5286 -1.6615
C -0.1244 2.0739 -2.9866
C -0.3203 1.2175 -4.0157
C -0.7827 -0.1171 -3.8778
C -0.9793 -0.6141 -2.6067
C -0.6679 0.2032 -1.4755
O -0.8994 -0.2930 -0.2860
N -0.1626 1.7158 -5.4160
O -0.5701 1.0330 -6.3598
O 0.3689 2.8122 -5.4994
H 0.5806 3.4302 -0.9108
H 0.2420 3.1035 -3.1424
H -0.9066 -0.7684 -4.7627
H -1.3896 -1.5263 -2.3838
Cl 4.5331 -2.5840 -0.6194
C 3.5056 -2.4409 0.7776
C 2.5197 -1.2471 0.7370
O 2.5161 -0.3133 -0.0476
O 1.6871 -1.3881 1.7238
H 4.0514 -2.2999 1.6867
H 2.8570 -3.3002 0.9744
C -2.7729 -0.9606 5.6578
O -1.8107 0.0019 5.2092
C -1.2486 -0.0997 4.0303
S -1.5496 -1.2691 2.8735
S -0.2107 1.1472 3.5948
H -2.6947 -1.0120 6.7334
H -2.6003 -1.9669 5.2197
H -3.8099 -0.6553 5.4255
```

**Highest occupied orbital energy (alpha / beta)**: -8.7616 / -9.1605 eV
**2S+1**: 5
**LUMO (alpha / beta)**: -0.7 / -2.7 eV
**Relative energy (zero: lowest compared OMol25 entry of this formula, charge and spin)**: 0.0 kcal per mole
**Expectation value of S²**: 6.013



C11H9F | ωB97M-V/def2-TZVPD

```
21
C11H9F ωB97M-V/def2-TZVPD
C -1.8698 -2.4998 -0.5444
C -1.3744 -1.2342 -0.5760
C -0.2475 -0.7079 0.4057
C -0.9183 0.4852 1.0479
C -0.5588 1.7697 0.7560
C 0.6026 2.0873 -0.0270
C 1.4272 1.0575 -0.3645
C 2.8887 1.1277 -0.5235
C 3.5388 0.0005 -0.1040
C 2.4945 -0.9371 0.1452
F 2.7186 -2.2529 0.4716
C 1.2627 -0.3571 0.0331
H -2.6440 -2.9021 -1.2680
H -1.5635 -3.1753 0.3623
H -1.5640 -0.6349 -1.3855
H -0.1626 -1.4754 1.1675
H -1.9354 0.2592 1.4775
H -1.1819 2.7233 1.1614
H 1.0233 3.0643 -0.3703
H 3.4252 2.0422 -0.9456
H 4.5401 -0.4005 0.0303
```

**Highest occupied orbital energy**: -8.1842 eV
**LUMO**: -0.7 eV
**Relative energy (zero: lowest compared OMol25 entry of this formula, charge and spin)**: 29.8 kcal per mole



C11H9F2NO | ωB97M-V/def2-TZVPD

```
24
C11H9F2NO ωB97M-V/def2-TZVPD
N 0.3479 3.6726 -1.1180
C 1.1919 2.7996 -1.7119
O 2.1776 3.2427 -2.1919
C 0.7360 1.4659 -1.2388
C 0.8164 1.0060 0.0409
C 1.3238 1.8551 1.1845
C 1.5545 0.8475 2.3155
C 0.8060 -0.4335 1.7902
C 0.2817 -1.4579 2.5139
F 0.2933 -1.4348 3.8663
C -0.2986 -2.5877 1.8214
C -0.5289 -2.4538 0.4552
F -1.2181 -3.3199 -0.2779
C -0.3466 -1.2551 -0.2085
C 0.4318 -0.2951 0.4167
H -0.6118 3.3706 -0.9452
H 0.5513 4.6214 -1.4614
H 0.1971 0.8322 -1.9802
H 2.2856 2.4079 1.0286
H 0.5721 2.6087 1.4860
H 2.5678 0.6257 2.5396
H 1.0620 1.1982 3.2598
H -0.7595 -3.4437 2.3260
H -0.7327 -1.1720 -1.2105
```

**Highest occupied orbital energy**: -8.7153 eV
**LUMO**: 0.0 eV
**Relative energy (zero: lowest compared OMol25 entry of this formula, charge and spin)**: 0.0 kcal per mole



C11H9I2MoNO9P2S2 | ωB97M-V/def2-TZVPD

```
37
C11H9I2MoNO9P2S2 ωB97M-V/def2-TZVPD
Mo -0.9157 -0.2475 -1.1087
I -0.7893 4.7784 -1.1938
C 0.7999 3.4336 -1.2630
C 2.1430 3.8484 -1.2830
C 3.1608 2.9313 -1.3133
I 5.1298 3.6523 -1.3612
C 2.9160 1.5342 -1.3301
C 3.8686 0.4964 -1.3379
C 3.4179 -0.8003 -1.3473
C 2.0541 -1.0906 -1.3332
N 1.1153 -0.1502 -1.3021
C 1.5659 1.1502 -1.3198
C 0.5148 2.0960 -1.2870
O -0.6887 1.5061 -1.2647
H 2.3719 4.9042 -1.2725
H 4.9238 0.7283 -1.3287
H 4.1219 -1.6197 -1.3558
H 1.6965 -2.1124 -1.3168
O -5.0323 -0.9010 -0.0897
P -3.4656 -0.9106 0.1509
O -3.0163 -0.5009 1.4727
O -2.8884 -0.1789 -1.0888
O -3.1214 -2.4968 -0.1298
P -2.1388 -3.0147 -1.2842
O -2.8290 -2.5385 -2.6313
O -1.8182 -4.4229 -1.2402
O -0.9072 -2.0061 -1.1011
H -5.5207 -0.9208 0.7448
H -3.3645 -1.7356 -2.5569
C -0.3276 -1.4498 4.6797
O 0.0506 -1.0285 3.3737
C -0.4598 0.1038 2.9057
S -1.5253 1.0603 3.7137
S 0.1984 0.5999 1.3876
H 0.1788 -2.3986 4.8366
H -1.4076 -1.5785 4.7490
H -0.0118 -0.7202 5.4263
```

**Highest occupied orbital energy (alpha / beta)**: -7.6101 / -7.6182 eV
**LUMO (alpha / beta)**: -1.9 / -1.8 eV



C11H9NO2S | ωB97M-V/def2-TZVPD

```
24
C11H9NO2S ωB97M-V/def2-TZVPD
C 0.8473 1.9964 -3.5668
C 0.5113 0.6659 -3.7938
C 1.0687 2.4900 -2.2674
C 0.4071 -0.1707 -2.7393
C 0.7320 1.6613 -1.1749
C 0.4093 0.3545 -1.4280
C -0.9650 -0.2649 3.3504
C -1.0465 0.7078 2.4462
C -0.1465 -1.9172 1.6848
C -0.1682 -0.4103 0.7105
C -0.6659 -1.7227 3.1210
N -0.7077 0.6519 1.1049
O -0.3676 -4.4932 1.9439
O 0.2922 -0.6468 -0.4963
S -0.1062 -3.3760 0.9574
H 1.1019 2.8054 -4.2747
H 0.3768 0.3591 -4.9361
H 1.3211 3.4659 -1.9606
H 0.2647 -1.2057 -3.0907
H 0.8006 1.8647 -0.1162
H -1.1404 -0.1197 4.3861
H -1.3548 1.6301 2.7766
H 0.0919 -1.9738 3.9689
H -1.5559 -2.3518 3.3943
```

**Highest occupied orbital energy**: -8.7110 eV
**LUMO**: -0.5 eV
**Relative energy (zero: lowest compared OMol25 entry of this formula, charge and spin)**: 112.6 kcal per mole



C11H9NOS | ωB97M-V/def2-TZVPD

```
23
C11H9NOS ωB97M-V/def2-TZVPD
O 0.6248 -0.2554 2.8959
C 1.7734 -1.0044 3.0612
C 2.5412 -1.5624 2.1435
C 2.3074 -1.4107 0.6877
C 1.4267 -0.7198 -0.0432
C 0.4354 0.3465 0.2341
N 0.6685 1.4525 0.9063
S -0.4540 2.5719 0.7167
C -1.3677 1.6568 -0.5119
C -2.3972 1.9798 -1.3781
C -2.8811 1.0924 -2.2833
C -2.3067 -0.2062 -2.3819
C -1.2302 -0.5758 -1.5233
C -0.6979 0.3796 -0.6113
H 0.9885 0.3149 2.1174
H 2.1548 -1.0769 4.0423
H 3.4303 -2.0889 2.3385
H 2.9158 -2.0172 0.1059
H 1.5911 -0.8672 -1.1217
H -2.8505 2.9485 -1.3167
H -3.3149 1.4295 -3.1415
H -2.5749 -0.7952 -3.1443
H -0.7828 -1.5923 -1.7921
```

**Highest occupied orbital energy**: -8.2868 eV
**LUMO**: 0.0 eV
**Relative energy (zero: lowest compared OMol25 entry of this formula, charge and spin)**: 50.2 kcal per mole



C12AlB3O24 | ωB97M-V/def2-TZVPD

```
40
C12AlB3O24 ωB97M-V/def2-TZVPD
Al -0.3462 1.9982 -3.4866
O 1.5205 3.7335 -2.0997
C 1.7344 3.4554 -0.9598
O 2.1647 4.1187 0.1048
B 2.2014 3.1820 1.2559
O 1.9128 1.8106 0.7105
C 1.5743 1.9735 -0.5284
O 1.1775 1.1391 -1.3041
O 1.2621 3.4674 2.3565
C 1.9431 3.6636 3.4545
O 1.4566 3.9030 4.5154
C 3.4812 3.3345 3.1422
O 3.5705 3.1485 1.8687
O 4.3766 3.4174 3.9279
O -4.6235 -3.5288 -1.7655
C -3.5173 -3.8894 -2.0287
O -2.4230 -3.3002 -1.5881
B -1.2801 -3.6745 -2.4307
O -1.7537 -4.8900 -3.1142
C -3.0519 -4.9955 -3.0471
O -3.7683 -5.7162 -3.6618
O -1.0713 -2.5220 -3.3018
C 0.0344 -1.8993 -2.9584
O 0.4011 -0.8315 -3.3536
C 0.7270 -2.8158 -1.9168
O 0.0118 -3.9121 -1.7872
O 1.7831 -2.5846 -1.4098
O -2.1105 0.7087 -1.5009
C -1.8825 0.3377 -0.3720
O -0.8563 0.7941 0.2911
B -0.8225 0.1251 1.5869
O -2.0592 -0.6833 1.6730
C -2.6875 -0.6377 0.5093
O -3.7249 -1.1071 0.1562
O -0.7742 1.0238 2.7316
C 0.4732 1.0482 3.2323
O 0.8890 1.8151 4.0305
C 1.2410 -0.1512 2.5779
O 0.4267 -0.6774 1.7091
O 2.3897 -0.3815 2.7809
```

**Highest occupied orbital energy**: -9.9711 eV
**LUMO**: -8.4 eV
**Relative energy (zero: lowest compared OMol25 entry of this formula, charge and spin)**: 3.9 kcal per mole